Record 1
{
  "formula": "C9H19N2O4P",
  "method": "the ωB97M-V functional and the def2-TZVPD basis",
  "symbols": ["C", "C", "N", "C", "O", "N", "C", "P", "O", "O", "O", "C", "C", "C", "C", "C", "H", "H", "H", "H", "H", "H", "H", "H", "H", "H", "H", "H", "H", "H", "H", "H", "H", "H", "H"],
  "xyz": [[2.897, 2.183, -1.952], [2.906, 0.749, -1.436], [3.644, 0.798, -0.183], [1.430, 0.203, -1.233], [0.774, -0.101, -2.201], [0.799, 0.256, 0.009], [-0.561, -0.160, 0.312], [-1.809, 0.728, -0.825], [-3.210, 0.872, -0.413], [-1.485, 2.290, -0.817], [-1.834, 0.082, -2.272], [-0.884, 0.176, 1.801], [-2.094, -0.528, 2.390], [-1.977, -2.048, 2.148], [-1.806, -2.354, 0.649], [-0.596, -1.678, 0.090], [2.203, 2.235, -2.774], [3.904, 2.495, -2.222], [2.505, 2.848, -1.165], [3.448, 0.074, -2.153], [4.204, -0.049, -0.056], [4.215, 1.656, -0.095], [1.444, 0.412, 0.751], [-2.414, 2.520, -0.974], [-0.878, -0.085, -2.460], [-0.013, -0.074, 2.429], [-0.953, 1.270, 1.861], [-2.995, -0.144, 1.930], [-2.162, -0.294, 3.453], [-1.153, -2.413, 2.750], [-2.884, -2.510, 2.510], [-2.675, -1.973, 0.140], [-1.753, -3.444, 0.425], [0.323, -2.061, 0.568], [-0.562, -1.929, -0.987]],
  "forces_ev_per_a": [[-1.021, -0.242, 0.211], [0.317, -0.475, 0.748], [0.411, -0.313, 0.623], [-0.519, 1.143, 1.684], [-0.076, -0.479, -1.669], [2.084, 0.769, -1.553], [-0.214, -0.371, -0.486], [-1.500, 0.160, 0.459], [-1.563, -1.785, 1.177], [2.299, 0.227, -0.810], [1.347, 0.092, 0.558], [0.624, 0.845, -0.346], [0.155, -0.390, -0.483], [-0.458, 0.589, -0.244], [-0.138, -0.689, 0.919], [0.237, -0.343, -0.777], [0.021, 0.324, -0.562], [-0.047, -0.031, -0.173], [0.187, -0.205, -0.174], [-0.966, 0.488, 0.323], [-0.078, 0.688, 0.147], [-0.401, -1.054, -0.103], [0.246, 0.295, 0.776], [-0.135, 0.856, 0.210], [-0.042, -0.224, -0.542], [0.044, -0.171, -0.404], [-0.220, -0.103, 0.133], [-0.288, 0.050, -0.224], [0.091, -0.094, 0.016], [0.359, -0.348, 0.021], [-0.216, -0.296, 0.178], [-0.585, 0.108, -0.302], [-0.057, 0.669, 0.345], [-0.257, 0.013, -0.160], [0.360, 0.297, 0.484]],
  "relative_energy_kcal_mol": 3.9,
  "smiles": "C[C@@H](N)C(=O)NC1(P(=O)(O)O)CCCCC1"
}


Record 2
{
  "formula": "C3H5N3O",
  "method": "the ωB97M-V functional and the def2-TZVPD basis",
  "symbols": ["O", "C", "C", "N", "N", "C", "N", "H", "H", "H", "H", "H"],
  "xyz": [[-1.996, 1.023, -0.642], [-1.805, -0.152, 0.046], [-0.303, -0.303, 0.022], [0.271, 0.700, -0.628], [1.590, 0.452, -0.592], [1.751, -0.650, 0.158], [0.599, -1.173, 0.522], [-0.703, 1.183, -1.178], [-2.285, -1.059, -0.388], [-2.118, -0.190, 1.121], [2.285, 1.153, -0.808], [2.725, -0.996, 0.460]],
  "forces_ev_per_a": [[0.477, 0.163, -0.846], [0.426, -0.308, 0.007], [0.181, 0.204, -0.102], [0.153, -0.506, -0.130], [0.242, -0.138, 0.307], [0.204, -0.166, 0.179], [0.203, 0.101, 0.160], [-2.044, 0.129, 1.279], [0.231, 0.301, -0.091], [0.097, 0.470, -0.499], [-0.248, -0.095, -0.140], [0.077, -0.154, -0.124]],
  "relative_energy_kcal_mol": 71.6
}


Record 3
{
  "formula": "C5H10",
  "method": "the ωB97M-V functional and the def2-TZVPD basis",
  "symbols": ["C", "C", "C", "C", "C", "H", "H", "H", "H", "H", "H", "H", "H", "H", "H"],
  "xyz": [[0.976, 0.932, -1.288], [0.644, 0.086, -0.358], [1.659, -0.234, 0.714], [-1.586, -0.483, 1.161], [-0.833, -0.803, -0.079], [0.319, 0.946, -2.116], [1.948, 1.249, -1.485], [1.395, -1.234, 1.096], [2.692, -0.252, 0.256], [1.569, 0.468, 1.636], [-1.797, 0.585, 1.332], [-2.492, -1.076, 1.232], [-1.051, -0.699, 2.010], [-1.453, -0.796, -1.060], [-0.414, -1.835, 0.031]],
  "forces_ev_per_a": [[0.455, 6.681, -7.705], [-4.135, -9.371, 10.775], [-0.820, 0.011, -0.066], [-1.387, 1.521, -0.652], [3.120, 0.766, -3.285], [-0.393, 0.413, -1.231], [1.525, 0.444, -0.097], [0.477, 0.229, 0.137], [-0.806, 0.237, 0.819], [0.560, -0.679, -1.366], [-0.356, -0.234, -0.631], [-0.305, 0.103, -0.128], [1.638, -0.919, 1.987], [0.888, 0.183, 1.718], [-0.461, 0.614, -0.275]],
  "relative_energy_kcal_mol": 0.0,
  "spin_multiplicity": 3
}


Record 4
{
  "formula": "C35H100Br2N15O6P5",
  "method": "the ωB97M-V functional and the def2-TZVPD basis",
  "symbols": ["C", "N", "C", "P", "O", "N", "C", "C", "N", "C", "C", "H", "H", "H", "H", "H", "H", "H", "H", "H", "H", "H", "H", "H", "H", "H", "H", "H", "H", "C", "N", "C", "P", "O", "N", "C", "C", "N", "C", "C", "H", "H", "H", "H", "H", "H", "H", "H", "H", "H", "H", "H", "H", "H", "H", "H", "H", "H", "C", "N", "C", "P", "O", "N", "C", "C", "N", "C", "C", "H", "H", "H", "H", "H", "H", "H", "H", "H", "H", "H", "H", "H", "H", "H", "H", "H", "H", "C", "N", "C", "P", "O", "N", "C", "C", "N", "C", "C", "H", "H", "H", "H", "H", "H", "H", "H", "H", "H", "H", "H", "H", "H", "H", "H", "H", "H", "C", "N", "C", "P", "O", "N", "C", "C", "N", "C", "C", "H", "H", "H", "H", "H", "H", "H", "H", "H", "H", "H", "H", "H", "H", "H", "H", "H", "H", "C", "C", "C", "O", "H", "H", "H", "H", "H", "H", "Br", "C", "C", "Br", "H", "H", "H", "H"],
  "xyz": [[17.759, 13.388, 11.760], [18.999, 14.034, 12.320], [19.006, 14.363, 13.757], [20.189, 14.432, 11.217], [19.844, 15.456, 10.155], [21.490, 14.895, 12.111], [22.085, 13.944, 13.052], [21.736, 16.330, 12.307], [20.585, 12.921, 10.572], [21.540, 12.864, 9.524], [20.479, 11.586, 11.224], [17.635, 12.324, 12.007], [17.752, 13.498, 10.663], [16.862, 13.903, 12.109], [19.372, 13.572, 14.355], [17.974, 14.444, 14.056], [19.411, 15.336, 14.028], [21.845, 12.878, 12.885], [23.142, 13.972, 12.895], [21.850, 14.130, 14.098], [21.267, 16.824, 11.438], [21.348, 16.620, 13.256], [22.840, 16.489, 12.364], [21.396, 11.916, 8.953], [21.571, 13.724, 8.876], [22.557, 12.653, 9.980], [19.957, 10.855, 10.565], [19.806, 11.724, 12.108], [21.430, 11.047, 11.457], [19.248, 16.092, 19.229], [18.380, 17.113, 18.585], [16.990, 17.052, 19.029], [18.608, 17.172, 16.995], [18.530, 15.833, 16.336], [17.415, 18.159, 16.355], [16.863, 17.732, 15.026], [17.483, 19.695, 16.477], [20.108, 17.904, 16.923], [20.801, 17.749, 15.665], [20.690, 18.930, 17.854], [19.383, 16.301, 20.271], [20.261, 16.217, 18.785], [18.809, 15.102, 19.071], [16.537, 16.071, 18.979], [16.320, 17.676, 18.472], [16.969, 17.463, 20.051], [17.501, 18.052, 14.162], [16.812, 16.671, 14.960], [15.902, 18.145, 14.792], [17.945, 20.100, 17.421], [18.075, 20.123, 15.626], [16.438, 20.024, 16.399], [20.716, 18.634, 14.993], [21.925, 17.640, 15.849], [20.441, 16.800, 15.126], [20.690, 19.919, 17.428], [21.652, 18.545, 18.203], [19.998, 18.914, 18.698], [11.097, 8.501, 13.700], [12.161, 8.553, 12.711], [11.725, 8.024, 11.387], [13.505, 9.551, 12.835], [14.484, 9.140, 11.765], [13.167, 11.127, 12.773], [12.241, 11.687, 13.759], [12.987, 11.868, 11.540], [14.082, 9.371, 14.401], [15.195, 10.159, 14.927], [14.294, 7.972, 14.720], [11.556, 8.588, 14.739], [10.564, 7.546, 13.617], [10.332, 9.248, 13.514], [11.592, 6.960, 11.430], [12.453, 8.172, 10.586], [10.788, 8.469, 11.033], [11.136, 11.475, 13.534], [12.411, 11.308, 14.767], [12.478, 12.792, 13.863], [13.707, 11.456, 10.830], [11.989, 11.766, 11.104], [13.082, 12.937, 11.764], [14.923, 11.264, 15.004], [15.510, 9.764, 15.911], [16.124, 10.165, 14.255], [13.520, 7.370, 14.279], [14.216, 7.830, 15.849], [15.299, 7.568, 14.396], [24.889, 13.937, 22.174], [23.589, 14.379, 21.790], [23.617, 15.191, 20.609], [22.161, 14.401, 22.602], [21.007, 14.486, 21.659], [22.290, 12.985, 23.456], [21.546, 12.861, 24.775], [22.513, 11.672, 22.807], [22.151, 15.597, 23.697], [21.003, 16.418, 23.927], [23.286, 15.807, 24.620], [24.731, 13.097, 22.829], [25.603, 14.680, 22.553], [25.401, 13.518, 21.242], [24.350, 14.765, 19.944], [23.820, 16.225, 20.742], [22.660, 15.106, 20.072], [20.734, 12.118, 24.736], [22.232, 12.458, 25.546], [21.123, 13.858, 25.006], [23.276, 11.677, 22.030], [22.805, 10.949, 23.591], [21.538, 11.283, 22.336], [20.261, 16.196, 23.183], [20.552, 16.320, 24.869], [21.256, 17.500, 23.764], [24.183, 15.213, 24.457], [23.092, 15.624, 25.654], [23.513, 16.853, 24.535], [14.137, 15.726, 21.316], [13.598, 14.826, 20.376], [13.936, 13.432, 20.762], [12.558, 15.238, 19.157], [12.641, 16.713, 19.043], [12.985, 14.425, 17.760], [12.698, 12.977, 17.556], [14.134, 14.923, 16.975], [11.124, 14.466, 19.559], [9.921, 14.485, 18.747], [10.846, 14.259, 20.946], [13.585, 15.652, 22.240], [13.858, 16.708, 20.957], [15.168, 15.636, 21.506], [13.626, 12.677, 20.083], [13.512, 13.123, 21.733], [15.078, 13.261, 20.857], [13.440, 12.563, 16.875], [12.720, 12.360, 18.410], [11.703, 12.814, 17.006], [13.811, 14.839, 15.897], [14.330, 15.994, 17.102], [14.989, 14.313, 17.133], [9.287, 15.264, 19.170], [10.077, 14.702, 17.721], [9.404, 13.539, 18.796], [11.015, 13.229, 21.381], [9.805, 14.344, 21.098], [11.404, 14.894, 21.627], [15.572, 9.328, 21.221], [14.116, 9.084, 21.015], [13.276, 8.870, 22.283], [13.654, 8.978, 19.931], [15.718, 8.982, 22.241], [15.707, 10.430, 21.360], [16.181, 8.861, 20.435], [13.589, 8.001, 22.824], [12.253, 8.685, 22.173], [13.509, 9.667, 22.987], [17.508, 12.746, 19.310], [19.361, 12.412, 18.682], [19.586, 12.974, 17.262], [21.398, 12.243, 16.697], [19.457, 11.321, 18.644], [19.938, 12.905, 19.472], [19.565, 14.099, 17.240], [18.863, 12.506, 16.650]],
  "forces_ev_per_a": [[0.581, 0.705, 0.012], [-0.761, -0.427, -0.631], [-1.187, 0.447, -1.292], [-0.795, 0.190, -0.930], [0.567, -1.665, 1.521], [-0.173, -0.228, 0.232], [-0.110, -0.256, -0.307], [1.073, -1.128, -0.812], [-0.574, -0.817, 0.633], [1.877, -1.750, -0.097], [-1.504, 0.385, 0.252], [0.315, 0.167, 0.063], [0.185, -0.129, 0.402], [0.088, 0.140, 0.184], [0.973, -0.787, 0.700], [-0.548, 0.153, 0.101], [0.424, -0.225, -0.287], [-0.421, 0.711, -0.301], [0.981, 0.207, 0.261], [-0.041, 0.319, 0.148], [0.375, 0.127, 0.683], [-0.549, 0.659, 0.640], [-0.702, 0.083, -0.346], [-0.290, 0.812, -0.123], [-0.112, 0.269, -0.096], [-0.514, 0.671, -0.503], [0.132, 0.666, 0.064], [0.954, -0.405, -0.475], [-0.272, 1.027, 0.155], [0.389, 0.806, -0.860], [-0.723, -0.131, 1.512], [0.064, 0.583, 1.299], [0.128, -0.013, -1.453], [0.455, 0.646, -0.090], [-0.068, 1.490, -0.845], [1.507, 0.906, -0.185], [0.408, -1.149, -0.339], [0.437, 0.448, -0.245], [1.328, -0.832, -0.846], [-1.656, -2.149, -0.087], [-0.256, 0.021, 0.682], [-0.635, -0.555, 0.158], [0.387, 0.146, 0.136], [0.170, -0.601, 0.223], [0.054, 0.506, -0.563], [-0.176, -0.532, -0.101], [-0.097, -0.079, 0.702], [-0.065, -0.755, 0.259], [-0.737, 0.402, 0.486], [-0.566, -0.925, -0.753], [-0.512, -0.377, 0.577], [0.405, 0.163, 0.096], [-0.201, -0.478, 0.251], [-1.319, -0.061, -0.185], [0.519, 1.539, 0.851], [0.390, 0.354, -0.311], [0.147, 0.468, -0.203], [0.240, 0.285, 0.179], [0.708, -0.276, 1.033], [-0.305, -0.056, -0.619], [0.597, 0.675, 0.017], [2.252, -2.130, -1.817], [-1.210, 0.715, 0.883], [-1.530, 2.148, 0.932], [-0.552, 0.695, 0.783], [0.411, -0.483, -0.519], [-0.170, -0.535, 0.101], [0.858, 1.867, -0.896], [0.792, -0.930, 1.714], [-0.865, 0.043, -1.251], [0.321, -0.062, 0.155], [-0.130, 0.450, 0.244], [-0.222, -0.669, 0.336], [0.225, 0.311, 0.467], [-0.006, 0.127, 0.329], [1.434, 0.636, 0.007], [0.135, -0.354, -0.112], [-0.707, -1.089, -0.387], [0.053, 0.565, -0.139], [-0.207, -0.276, 0.091], [0.488, -0.230, -0.273], [0.160, -1.406, 0.120], [-0.424, 0.285, -0.466], [-1.164, -0.340, 0.671], [-0.157, -0.321, -0.224], [0.179, 0.183, -1.289], [-0.931, 0.521, 0.163], [0.827, -1.319, -1.153], [0.057, 0.892, -0.533], [-1.133, -0.794, -1.468], [-0.711, -1.671, -1.045], [0.497, 0.300, 0.526], [-0.411, -1.019, 1.567], [0.599, -0.021, -1.053], [-1.677, -0.219, 0.110], [0.974, -0.183, 1.309], [0.471, 1.755, -1.652], [-0.292, 0.278, -0.748], [0.546, -0.105, 0.686], [-0.412, 0.102, 0.296], [-0.588, 0.384, 1.073], [0.465, 0.012, -0.374], [0.386, 1.116, 0.434], [0.207, 0.134, 0.277], [0.054, 0.377, -0.402], [-0.187, 0.628, -0.228], [0.348, -0.761, 0.272], [-0.026, 0.289, 0.066], [-0.028, 0.313, -0.370], [1.288, 0.493, 0.580], [-0.353, -0.250, -0.376], [-0.419, -0.310, 1.630], [-0.087, -0.719, 0.317], [-0.175, -0.067, -0.785], [-0.886, -0.236, 0.824], [0.566, 0.583, 0.065], [-2.078, 1.818, 0.098], [0.858, -3.240, 0.008], [1.533, 0.316, 0.517], [0.367, -0.099, -0.478], [-0.480, -0.377, -0.356], [0.000, -0.388, 0.480], [-1.132, 1.092, -2.230], [-2.042, 0.388, -1.537], [1.104, -0.133, -0.425], [-0.071, 0.483, 0.942], [0.622, -1.526, 1.435], [-0.011, -0.257, 0.935], [0.534, 0.515, -0.050], [1.435, -0.262, -0.033], [-0.476, -0.313, -0.882], [0.006, 0.472, -0.069], [-1.606, 0.668, -0.144], [0.200, 0.142, -0.020], [-0.159, -0.402, 1.165], [1.153, 0.319, 0.894], [0.593, -0.042, 0.794], [-0.077, -0.355, 0.501], [1.032, -0.376, 0.203], [-0.435, 0.012, -0.250], [0.569, 0.295, -0.944], [-0.172, -0.444, 0.138], [0.305, 0.473, -0.975], [-1.255, 0.733, 0.354], [-0.152, 0.433, -0.113], [-0.266, 0.968, 1.160], [-0.171, -0.625, 1.531], [1.806, 0.563, 0.269], [-1.149, -0.067, -2.130], [0.932, -0.501, -0.046], [0.189, -0.657, -0.696], [-0.122, 0.430, 0.470], [0.789, -0.778, 0.115], [-1.639, 0.419, -0.742], [-0.363, 0.319, 0.033], [0.099, -0.153, -0.394], [-0.010, 0.228, -0.283], [0.944, 0.540, 1.928], [-1.092, 0.661, 0.235], [0.089, 0.410, 0.368], [0.220, -0.361, -0.364], [0.159, -1.297, -0.422], [-0.504, -0.138, -1.086]],
  "relative_energy_kcal_mol": 10.1,
  "smiles": "CN(C)P(=O)(N(C)C)N(C)C.CN(C)P(=O)(N(C)C)N(C)C.CN(C)P(=O)(N(C)C)N(C)C.CN(C)P(=O)(N(C)C)N(C)C.CN(C)P(=O)(N(C)C)N(C)C.CC(C)=O.BrCCBr"
}